Molecular formula: C13H26Cl10O2
Method: DFT, the ωB97M-V functional and the def2-TZVPD basis

CARTESIAN COORDINATES (ANGSTROEM)
C 0.8245 -0.8053 -0.1303
C 0.0481 -0.0874 -1.1021
C -0.0789 1.2956 -0.4382
O 1.1956 1.4549 0.1343
C 1.8990 0.2436 0.1810
H 1.3293 -1.6984 -0.4987
H 0.3899 -1.1248 0.8169
H -0.9904 -0.3915 -1.2328
H 0.6329 0.0184 -2.0159
H -0.8576 1.3628 0.3215
H -0.2805 2.1416 -1.0953
H 2.2524 0.1869 1.2106
H 2.7371 0.2814 -0.5149
C -1.4086 0.4525 2.2450
C -2.7444 0.4536 1.5246
C -2.5902 -0.7237 0.5484
O -1.2060 -1.1131 0.5441
C -0.7813 -0.8755 1.9169
H -1.3763 0.5728 3.3278
H -0.8726 1.2313 1.7024
H -3.0566 1.3693 1.0226
H -3.5080 0.2288 2.2692
H -2.9168 -0.4760 -0.4616
H -3.2513 -1.5372 0.8472
H 0.3069 -0.8947 1.9760
H -1.2338 -1.5001 2.6871
C 3.6625 0.8021 2.0702
Cl 5.2205 1.5595 2.4238
Cl 3.9803 -0.8882 1.5576
H 3.0622 0.8317 2.9795
H 3.0585 1.1761 1.2436
C -1.7000 1.5411 -2.5775
Cl -0.2160 0.8100 -3.3638
Cl -1.1178 3.1619 -1.8973
H -2.5439 1.7834 -3.2235
H -2.0668 0.8992 -1.7765
C -0.3992 -3.0003 0.7024
Cl -0.8227 -3.2283 2.4195
Cl 1.2299 -3.6034 0.1896
H -1.1211 -3.4909 0.0494
H -0.6221 -1.9615 0.4585
C -1.6271 -1.6899 -1.4916
Cl -2.0200 -0.5933 -2.8561
Cl -2.9670 -2.7921 -0.9781
H -0.8146 -2.3357 -1.8247
H -1.2435 -1.0958 -0.6621
C 2.9430 2.4163 -1.7109
Cl 3.5552 1.2025 -2.8309
Cl 2.3007 3.8656 -2.5849
H 2.0878 2.0406 -1.1493
H 3.7190 2.5236 -0.9530

- Relative energy (zero: lowest compared OMol25 entry of this formula, charge and spin): 2499.1 kJ/mol
- HOMO-LUMO gap: 8.9 eV
- Total charge: 0
- 2S+1: 1
- Total energy: -143195.0888 eV
- Max |F|: 17.00 eV Å⁻¹
- LUMO energy: 0.003 Ha